Record 1
# C29H33AsBN6NiS3

A molecular structure, C29H33AsBN6NiS3 (ωB97M-V/def2-TZVPD, the Open Molecules 2025 dataset).

Atoms and positions in Å:
Ni (0.9852, -0.0267, 0.7126)
C (5.0440, -1.2578, 0.6198)
N (4.8563, 0.1517, 0.9225)
C (5.7134, 1.1596, 0.5414)
C (5.1830, 2.3089, 1.0160)
N (4.0080, 2.0061, 1.6684)
B (3.1024, 3.1160, 2.3189)
N (2.2370, 3.7561, 1.1719)
C (2.5712, 4.9622, 0.5939)
C (1.6026, 5.3037, -0.2831)
N (0.6700, 4.2929, -0.2392)
C (-0.5775, 4.2600, -0.9849)
C (1.0632, 3.3675, 0.6625)
S (0.0122, 2.0596, 1.0836)
C (3.8308, 0.6888, 1.6075)
S (2.5696, -0.2521, 2.3478)
H (5.9503, -1.3467, 0.0275)
H (4.1962, -1.6362, 0.0500)
H (5.1461, -1.8307, 1.5393)
H (6.6157, 0.9619, -0.0056)
H (5.5396, 3.3192, 0.9514)
H (3.8570, 3.9917, 2.6726)
H (2.4124, 2.6615, 3.1825)
H (3.4750, 5.4728, 0.8668)
H (1.4849, 6.1608, -0.9195)
H (-0.5581, 5.0763, -1.7018)
H (-1.4252, 4.3715, -0.3102)
H (-0.6705, 3.3059, -1.5003)
S (2.1383, 0.2045, -1.3275)
C (1.1854, -0.5758, -2.5150)
N (0.6323, -1.7872, -2.4315)
C (0.0530, -2.2163, -3.7050)
C (-0.0088, -0.8849, -4.4796)
N (0.9113, -0.0471, -3.7078)
H (0.9129, -2.4254, -1.7057)
H (-0.9308, -2.6596, -3.5585)
H (0.7084, -2.9420, -4.1897)
H (-1.0128, -0.4566, -4.4640)
H (0.3184, -0.9861, -5.5116)
H (1.1261, 0.9154, -3.9035)
C (-3.7009, -3.9917, -2.5756)
C (-3.8869, -2.6266, -2.7492)
C (-3.2251, -1.7229, -1.9304)
C (-2.3828, -2.1762, -0.9154)
C (-2.1932, -3.5431, -0.7485)
C (-2.8540, -4.4438, -1.5769)
As (-1.4019, -0.8927, 0.1791)
C (-1.1081, -2.0666, 1.7157)
C (0.1433, -2.6701, 1.7759)
C (0.4664, -3.5681, 2.7888)
C (-0.4791, -3.8779, 3.7481)
C (-1.7495, -3.3133, 3.6757)
C (-2.0681, -2.4225, 2.6657)
C (-2.7131, 0.4256, 0.7233)
C (-3.0856, 0.6898, 2.0346)
C (-3.9466, 1.7439, 2.3146)
C (-4.4323, 2.5456, 1.2949)
C (-4.0339, 2.3110, -0.0126)
C (-3.1656, 1.2683, -0.2925)
H (-4.2194, -4.6959, -3.2108)
H (-4.5540, -2.2614, -3.5189)
H (-3.3989, -0.6662, -2.0805)
H (-1.5471, -3.9257, 0.0322)
H (-2.7086, -5.5058, -1.4291)
H (0.8999, -2.4665, 1.0142)
H (1.4527, -4.0103, 2.8223)
H (-0.2378, -4.5662, 4.5464)
H (-2.5001, -3.5797, 4.4077)
H (-3.0795, -2.0470, 2.5983)
H (-2.6824, 0.1224, 2.8595)
H (-4.2246, 1.9416, 3.3407)
H (-5.1052, 3.3621, 1.5183)
H (-4.3834, 2.9472, -0.8154)
H (-2.8231, 1.1393, -1.3134)

Cartesian forces, eV/Å:
0.002 0.656 -0.014
-0.027 0.035 0.081
0.197 -0.174 -0.204
-0.029 0.092 0.061
-0.049 -0.105 -0.109
0.119 0.294 0.021
0.090 0.026 0.031
-0.054 0.155 0.104
0.046 -0.103 -0.090
0.019 -0.019 -0.006
-0.129 0.036 -0.085
0.091 -0.001 0.068
-0.025 -0.180 0.044
0.094 -0.044 -0.005
-0.315 -0.260 0.251
0.045 -0.070 -0.358
0.004 -0.055 0.000
0.015 0.045 0.029
-0.007 0.000 -0.016
0.038 -0.001 -0.033
0.027 0.043 0.009
-0.095 -0.096 0.059
-0.016 -0.041 -0.083
0.020 0.038 0.021
0.007 0.031 -0.016
-0.044 -0.002 -0.015
-0.006 0.011 -0.029
-0.001 0.009 -0.007
-0.084 -0.131 -0.160
0.156 0.126 0.195
0.083 0.019 0.068
-0.042 0.010 -0.023
-0.001 -0.021 -0.021
0.028 -0.079 0.075
-0.061 0.005 -0.025
0.004 0.013 0.008
-0.013 0.025 -0.025
0.001 -0.022 0.004
-0.011 -0.006 0.012
-0.039 0.002 -0.037
-0.003 0.067 -0.016
0.020 -0.013 -0.010
-0.018 -0.081 -0.016
-0.047 0.283 -0.315
0.021 -0.066 -0.039
0.069 -0.025 0.033
0.092 -0.481 0.825
-0.164 0.023 -0.025
0.215 -0.022 -0.004
-0.006 0.080 -0.076
-0.078 0.022 0.028
0.046 -0.051 0.035
-0.009 -0.045 -0.142
-0.030 0.043 -0.299
0.038 0.038 0.031
0.034 -0.018 -0.015
-0.018 0.009 0.027
0.068 -0.042 -0.060
-0.114 0.038 0.032
-0.016 -0.027 -0.015
-0.014 -0.003 -0.011
0.006 -0.024 0.028
-0.027 0.041 0.008
-0.001 -0.012 0.005
-0.093 0.000 0.113
0.011 -0.007 0.001
-0.002 -0.014 0.011
-0.005 -0.002 0.012
-0.010 0.113 -0.002
0.017 -0.117 0.002
-0.011 0.006 0.016
-0.011 0.013 0.015
-0.021 0.016 0.008
0.023 0.001 0.036

## Properties
E_LUMO (spin up / spin down): -2.088 / -3.165 eV
E: -174611.050 eV
ΔE to the lowest compared entry with this formula, charge and spin: 22.6 kcal per mole
multiplicity: 3
HOMO energy (spin up / spin down): -10.173 / -10.313 eV
gap between HOMO and LUMO (spin up / spin down): 8.1 / 7.1 eV
net charge: +1

***

Record 2
# C16H15AuN2O3S6

A molecular structure, C16H15AuN2O3S6 at a distorted geometry (ωB97M-V/def2-TZVPD, the Open Molecules 2025 dataset).

Atoms and positions in Å:
Au (1.7573, 0.7251, -1.2967)
C (-3.8929, -4.4383, 1.1711)
C (-2.6507, -3.6067, 1.2729)
C (-2.2996, -2.9957, 2.4726)
C (-1.1401, -2.2417, 2.5678)
C (-0.3297, -2.1083, 1.4584)
C (-0.6507, -2.7172, 0.2611)
C (-1.8108, -3.4658, 0.1706)
S (1.1830, -1.1479, 1.5328)
O (2.2339, -1.9007, 0.9155)
O (1.3617, -0.6694, 2.8758)
N (0.8584, 0.0997, 0.5020)
C (0.2585, 1.2396, 0.8895)
C (-0.5015, 1.4378, 2.0521)
C (-1.0649, 2.6761, 2.2564)
C (-0.8671, 3.6959, 1.3252)
C (-0.1126, 3.4178, 0.2050)
N (0.4223, 2.2277, -0.0066)
H (-4.6218, -4.1592, 1.9286)
H (-3.6309, -5.4856, 1.3205)
H (-4.3498, -4.3466, 0.1875)
H (-2.9364, -3.1148, 3.3374)
H (-0.8558, -1.7601, 3.4910)
H (0.0159, -2.5903, -0.5773)
H (-2.0695, -3.9517, -0.7590)
H (-0.6214, 0.6275, 2.7531)
H (-1.6637, 2.8562, 3.1389)
H (-1.3021, 4.6703, 1.4647)
H (0.0705, 4.1650, -0.5545)
S (6.6955, 5.2586, -3.8850)
C (5.7311, 4.0573, -3.3574)
S (5.9223, 3.2599, -1.8121)
C (4.5269, 2.2166, -1.9351)
C (3.7951, 2.3153, -3.1093)
S (2.3911, 1.4305, -3.4784)
S (4.3810, 3.4538, -4.2912)
S (4.1814, 1.1755, -0.6356)
C (-1.6547, -0.1885, -2.0743)
O (-0.4020, 0.3111, -2.4887)
H (-1.9359, -1.0685, -2.6578)
H (-2.4365, 0.5681, -2.1780)
H (-1.5538, -0.4645, -1.0267)
H (-0.4309, 0.5362, -3.4269)

Cartesian forces, eV/Å:
1.350 -0.329 -0.844
0.064 -0.088 0.016
-0.003 0.076 0.083
0.035 0.003 -0.180
0.014 0.059 0.114
0.611 0.320 0.216
-0.091 -0.130 -0.129
0.126 0.137 0.077
-0.177 0.397 -0.472
-0.137 -0.100 -0.159
-0.217 -0.110 0.011
0.815 -1.415 0.080
-0.958 1.212 0.770
-0.038 -0.054 -0.032
0.055 0.074 -0.159
-0.097 0.010 0.081
-0.263 0.170 0.257
-0.096 -0.137 0.189
-0.048 -0.006 0.012
-0.108 -0.116 0.005
-0.048 -0.002 -0.018
-0.065 0.023 0.070
0.025 0.002 0.112
0.049 -0.091 -0.193
-0.025 -0.028 -0.116
-0.045 0.103 0.078
-0.008 0.006 0.042
-0.034 0.158 0.024
0.003 0.085 -0.064
-0.104 -0.216 0.099
0.145 0.119 -0.089
-0.228 0.057 -0.387
0.251 -0.326 0.942
-0.505 0.029 -0.652
0.216 0.065 0.396
0.187 -0.055 0.395
-0.437 0.160 -0.505
-0.456 -0.126 0.123
0.271 0.119 -0.490
-0.007 -0.057 0.091
0.017 0.005 0.069
-0.050 0.004 -0.024
0.014 -0.006 0.162

## Properties
E_LUMO (spin up / spin down): -0.535 / -2.560 eV
E: -94660.235 eV
ΔE to the lowest compared entry with this formula, charge and spin: 4.9 kcal per mole
multiplicity: 3
HOMO energy (spin up / spin down): -8.051 / -8.378 eV
gap between HOMO and LUMO (spin up / spin down): 7.5 / 5.8 eV
net charge: 0

***

Record 3
# C2H6IN3S

C2H6IN3S in the gas phase at a distorted geometry (ωB97M-V/def2-TZVPD, the Open Molecules 2025 dataset).

Atoms and positions in Å:
C (-2.5026, -0.1388, -0.3370)
C (-0.0035, 0.4115, 0.6084)
N (1.3857, -1.3859, 0.3805)
N (0.1088, -0.8294, 0.4127)
N (2.8973, 1.3823, -0.8773)
S (-1.6628, 1.0520, 0.7770)
I (3.1750, -0.1581, 0.1999)
H (-2.1571, -1.0227, 0.1313)
H (-2.2027, -0.0602, -1.3964)
H (-3.5352, -0.0453, -0.1513)
H (0.9219, 1.0381, 0.6580)
H (1.3205, -2.3325, 0.0401)
H (2.2547, 2.0890, -0.4460)

Cartesian forces, eV/Å:
1.474 0.662 0.282
0.028 0.356 0.093
-0.689 0.778 0.562
1.927 -0.847 -0.133
-0.422 0.467 -0.734
0.426 0.681 -0.637
-1.124 -0.214 0.397
-0.014 -1.374 -0.301
-0.191 0.088 0.642
-1.252 0.285 -0.069
-1.420 -0.058 0.287
0.412 0.108 -0.613
0.846 -0.932 0.224

## Properties
E_LUMO: -0.659 eV
E: -25571.789 eV
ΔE to the lowest compared entry with this formula, charge and spin: 128.4 kcal per mole
HOMO energy: -8.188 eV
gap between HOMO and LUMO: 7.5 eV
net charge: 0

***

Record 4
# C35H32AsHfN3OSe3Te

A molecular structure, C35H32AsHfN3OSe3Te at a distorted geometry (ωB97M-V/def2-TZVPD, the Open Molecules 2025 dataset).

Atoms and positions in Å:
Hf (-0.2275, -0.0798, -0.2266)
C (-3.5063, 0.4364, 2.7164)
C (-2.1431, 1.0479, 2.6097)
C (-1.8044, 1.8704, 1.5311)
C (-0.5478, 2.4836, 1.4627)
C (0.3749, 2.2871, 2.4856)
C (0.0380, 1.4780, 3.5670)
C (-1.1994, 0.8593, 3.6201)
H (-4.0416, 0.8655, 3.5652)
H (-3.4345, -0.6387, 2.8889)
H (-4.0930, 0.6095, 1.8158)
H (-2.5767, 2.1663, 0.8376)
H (-0.3562, 3.2316, 0.7064)
H (1.3161, 2.8234, 2.4777)
H (0.7392, 1.3498, 4.3824)
H (-1.4522, 0.2368, 4.4699)
N (2.9286, -1.4999, -1.9241)
C (3.1536, -1.0560, -0.6443)
C (4.4341, -1.2989, -0.1208)
C (4.7455, -0.8651, 1.1405)
C (3.7719, -0.1746, 1.8627)
C (2.5482, 0.0091, 1.2806)
N (2.2076, -0.4197, 0.0420)
C (1.8165, -1.5929, -2.7315)
C (2.0613, -2.1388, -4.0014)
C (1.0249, -2.3644, -4.8668)
C (-0.2568, -2.0153, -4.4521)
C (-0.4122, -1.4580, -3.2116)
N (0.5911, -1.2340, -2.3231)
H (3.7436, -1.9145, -2.3426)
H (5.1596, -1.8348, -0.7188)
H (5.7198, -1.0628, 1.5660)
H (3.9596, 0.1891, 2.8625)
H (1.7707, 0.5206, 1.8263)
H (3.0762, -2.3938, -4.2786)
H (1.2030, -2.8071, -5.8375)
H (-1.1190, -2.1768, -5.0825)
H (-1.4022, -1.1768, -2.8971)
Se (-2.6514, 0.1316, -1.2002)
Se (-3.3177, -1.9923, -0.3443)
Te (-1.1818, -3.2282, -0.0869)
Se (-0.2242, -1.7260, 1.7218)
O (0.3813, 1.5355, -1.1143)
As (0.5520, 2.8163, -2.2215)
C (2.3344, 3.4861, -1.9711)
C (2.8899, 4.3719, -2.8921)
C (4.1720, 4.8513, -2.6804)
C (4.8916, 4.4450, -1.5636)
C (4.3373, 3.5527, -0.6556)
C (3.0540, 3.0707, -0.8567)
C (-0.7841, 4.1894, -1.9930)
C (-0.4243, 5.5094, -2.2459)
C (-1.3994, 6.4932, -2.2162)
C (-2.7180, 6.1620, -1.9332)
C (-3.0682, 4.8442, -1.6698)
C (-2.1014, 3.8531, -1.7014)
C (0.3283, 2.0834, -3.9873)
C (1.4368, 1.7262, -4.7470)
C (1.2483, 1.2473, -6.0348)
C (-0.0348, 1.1329, -6.5523)
C (-1.1382, 1.4825, -5.7848)
C (-0.9616, 1.9595, -4.4964)
H (2.3305, 4.6695, -3.7717)
H (4.6116, 5.5418, -3.3872)
H (5.8909, 4.8264, -1.4015)
H (4.9045, 3.2353, 0.2091)
H (2.6084, 2.3739, -0.1570)
H (0.6060, 5.7717, -2.4496)
H (-1.1280, 7.5220, -2.4098)
H (-3.4764, 6.9327, -1.9119)
H (-4.0934, 4.5847, -1.4422)
H (-2.3753, 2.8253, -1.4945)
H (2.4350, 1.8430, -4.3409)
H (2.1047, 0.9851, -6.6419)
H (-0.1763, 0.7804, -7.5658)
H (-2.1365, 1.4030, -6.1945)
H (-1.8183, 2.2611, -3.9059)

Cartesian forces, eV/Å:
0.510 -1.369 -1.206
0.007 -0.018 0.045
0.025 0.022 0.044
0.086 0.199 0.260
-0.052 0.083 0.339
-0.054 0.027 0.095
0.094 0.036 -0.026
-0.057 -0.008 -0.050
-0.025 0.000 -0.021
0.002 -0.002 -0.033
-0.012 -0.016 -0.002
0.010 -0.120 -0.108
0.026 -0.064 -0.095
0.023 -0.036 -0.033
-0.014 -0.008 -0.001
-0.009 0.010 0.003
0.095 0.029 -0.032
-0.174 0.121 0.010
0.114 0.009 0.075
-0.042 -0.043 -0.134
-0.080 0.084 0.079
0.119 -0.016 0.034
-0.113 0.041 0.066
-0.225 0.013 0.116
0.027 -0.053 -0.081
0.050 0.038 0.075
0.009 0.018 -0.024
-0.100 -0.123 -0.275
-0.148 0.341 0.195
0.057 -0.017 -0.028
-0.012 -0.014 0.005
0.011 0.010 -0.020
-0.022 0.012 -0.011
-0.047 0.008 0.085
-0.005 -0.012 0.030
0.013 0.010 -0.001
-0.022 0.039 0.035
0.028 0.007 0.085
0.011 -0.468 0.172
-0.500 0.203 -0.165
0.299 0.529 0.122
-0.200 -0.543 0.882
0.034 0.952 -0.149
0.277 0.628 -0.923
-0.263 -0.135 -0.066
-0.156 -0.090 -0.052
0.039 0.041 -0.011
-0.013 -0.010 0.017
0.038 0.030 -0.026
-0.168 -0.086 0.066
0.258 -0.338 0.152
0.145 -0.111 0.035
-0.067 0.064 0.008
0.039 -0.017 0.006
-0.020 -0.008 0.019
0.025 -0.139 0.029
0.020 0.133 0.342
0.060 -0.007 0.133
0.041 -0.001 -0.013
-0.008 -0.023 -0.006
-0.055 -0.016 0.007
0.008 0.103 0.043
0.059 0.046 -0.021
-0.006 -0.004 -0.002
-0.001 -0.004 -0.009
-0.007 0.002 0.008
0.051 0.021 0.019
-0.021 0.051 -0.006
0.003 -0.002 0.000
0.013 0.013 -0.002
-0.004 0.017 -0.001
-0.033 -0.003 -0.007
0.022 -0.032 -0.056
-0.004 -0.004 0.005
0.005 0.002 0.008
0.017 -0.014 -0.004
-0.030 -0.015 -0.046

## Properties
E_LUMO: -5.684 eV
E: -308801.397 eV
ΔE to the lowest compared entry with this formula, charge and spin: 0.0 kcal per mole
HOMO energy: -12.869 eV
gap between HOMO and LUMO: 7.2 eV
net charge: +2

***

Record 5
# C20H19N3O3S2

C20H19N3O3S2 in the gas phase at a distorted geometry (ωB97M-V/def2-TZVPD, the Open Molecules 2025 dataset).

Atoms and positions in Å:
C (6.6225, 0.1032, -1.3842)
S (5.9454, 0.3341, 0.2764)
O (6.4642, 1.5522, 0.8194)
O (6.1103, -0.8827, 1.0083)
N (4.3336, 0.5866, -0.0526)
C (3.7609, 1.9279, 0.0015)
C (2.2383, 1.7327, 0.1372)
C (2.0754, 0.2385, 0.0919)
C (0.9349, -0.5223, 0.1301)
C (1.0405, -1.9196, 0.0870)
C (-0.1772, -2.7150, 0.1326)
C (-0.2759, -4.0770, 0.1770)
S (-1.9208, -4.5864, 0.2268)
C (-2.3773, -2.8774, 0.1834)
N (-3.7019, -2.5552, 0.1982)
C (-4.3178, -1.3131, 0.1702)
O (-5.5223, -1.2663, 0.1808)
C (-3.3885, -0.1256, 0.1273)
C (-4.1526, 1.1679, 0.1262)
C (-4.1729, 1.9825, 1.2491)
C (-4.8949, 3.1633, 1.2476)
C (-5.6096, 3.5381, 0.1234)
C (-5.5978, 2.7280, -0.9995)
C (-4.8722, 1.5508, -0.9982)
N (-1.3849, -2.0695, 0.1375)
C (2.3029, -2.5067, 0.0072)
C (3.4584, -1.7437, -0.0383)
C (3.3332, -0.3670, 0.0074)
H (6.0976, -0.7214, -1.8475)
H (7.6772, -0.1201, -1.2875)
H (6.4769, 1.0235, -1.9331)
H (4.2000, 2.4667, 0.8429)
H (4.0215, 2.4622, -0.9178)
H (1.6978, 2.2168, -0.6769)
H (1.8599, 2.1366, 1.0774)
H (-0.0404, -0.0678, 0.1966)
H (0.5007, -4.8124, 0.1902)
H (-4.3491, -3.3350, 0.2335)
H (-2.7180, -0.1882, 0.9865)
H (-2.7719, -0.2195, -0.7703)
H (-3.6212, 1.6915, 2.1321)
H (-4.9030, 3.7895, 2.1279)
H (-6.1768, 4.4572, 0.1232)
H (-6.1575, 3.0139, -1.8780)
H (-4.8682, 0.9179, -1.8736)
H (2.3913, -3.5810, -0.0243)
H (4.4293, -2.2085, -0.0747)

Cartesian forces, eV/Å:
-0.278 0.112 0.882
0.002 0.027 -0.655
-0.095 0.161 -0.222
-0.166 -0.178 -0.175
1.098 0.012 0.330
0.201 0.917 -0.026
-0.025 -0.060 0.001
0.447 -0.052 -0.038
0.174 -0.305 -0.014
0.368 0.356 -0.004
-0.191 -1.208 0.037
-0.066 0.345 -0.010
-0.041 0.751 -0.024
0.648 -1.098 0.021
-0.628 -0.450 0.027
0.143 -0.042 0.018
-0.126 0.082 -0.005
-0.352 0.406 0.003
0.017 -0.048 0.017
0.045 -0.076 -0.065
-0.048 0.103 0.054
-0.037 0.081 0.059
-0.011 -0.016 -0.107
0.035 0.059 0.049
-0.230 0.548 -0.014
-0.204 0.184 -0.013
-0.016 -0.048 0.019
-0.788 -0.712 -0.001
-0.117 -0.157 -0.077
0.176 -0.033 0.087
-0.058 0.166 -0.099
-0.138 0.041 -0.133
-0.080 0.061 0.125
0.030 0.039 0.039
0.025 0.050 -0.031
-0.106 0.064 0.002
0.237 -0.127 0.006
0.009 0.271 -0.011
0.048 0.000 -0.140
0.067 -0.009 0.135
0.060 -0.044 0.081
0.001 0.049 0.064
-0.040 0.071 -0.001
-0.041 0.021 -0.070
-0.015 -0.075 -0.099
0.019 -0.135 -0.006
0.050 -0.099 -0.016

## Properties
E_LUMO: 0.521 eV
E: -53332.227 eV
ΔE to the lowest compared entry with this formula, charge and spin: 0.7 kcal per mole
HOMO energy: -7.780 eV
gap between HOMO and LUMO: 8.3 eV
structure (SMILES): CS(=O)(=O)N1CCc2cc(-c3csc(NC(=O)Cc4ccccc4)n3)ccc21
net charge: 0

***

Record 6
# CN2O

CN2O in the gas phase at a distorted geometry (ωB97M-V/def2-TZVPD, the Open Molecules 2025 dataset).

Atoms and positions in Å:
O (1.0807, 0.8603, -0.4953)
C (0.2117, 0.1716, -0.1062)
N (-1.0216, -0.3412, -0.4015)
N (-0.1713, -0.6120, 0.9590)

Cartesian forces, eV/Å:
0.797 0.676 -0.468
0.406 0.202 0.087
2.815 -1.563 5.725
-4.017 0.686 -5.343

## Properties
E_LUMO: -3.263 eV
E: -6059.962 eV
ΔE to the lowest compared entry with this formula, charge and spin: 32.5 kcal per mole
HOMO energy: -11.224 eV
gap between HOMO and LUMO: 8.0 eV
structure (SMILES): O=c1nn1
net charge: 0

***

- Which of these has the highest ΔE to the lowest compared entry with this formula, charge and spin?
  C2H6IN3S